(1)
70
Properties=species:S:1:pos:R:3:mulliken_charge:R:1 method="wB97M-V/def2-TZVPD" gap_ev=4.48 spin_multiplicity=1 fmax_ev_per_a=1.26 de_lowest_kj_mol=0.0 e_tot_ha=-1570.16935
C 0.524 1.235 0.761 -0.7705
C -0.685 0.495 0.162 -0.1890
O -1.339 1.221 -0.870 -0.6223
B -2.417 2.002 -0.430 0.4744
O -2.197 2.970 0.538 -0.6450
C -3.857 1.743 -1.057 1.1995
C -3.867 2.254 -2.537 -1.0948
C -4.894 3.287 -2.883 0.4799
O -6.042 3.379 -2.593 -0.4103
F -4.343 4.220 -3.732 -0.3012
O -4.878 2.229 -0.246 -1.2505
B -5.198 1.201 0.797 2.3949
C -4.739 1.630 2.309 -0.4751
O -5.693 2.434 3.035 -0.4195
C -5.661 3.781 2.625 -0.5096
C -6.780 0.758 0.800 -0.7810
O -7.390 1.095 -0.448 -0.1458
O -8.686 0.452 -0.527 -0.4879
O -4.327 0.022 0.373 -0.6435
C -4.040 0.184 -0.974 -0.7671
N -5.103 -0.381 -1.818 -0.5774
H 0.442 1.360 1.843 0.3610
H 1.459 0.725 0.519 -0.1519
H 0.582 2.237 0.327 0.3539
H -0.345 -0.448 -0.287 0.2863
H -1.405 0.209 0.940 0.3260
H -1.959 2.623 1.405 0.2475
H -4.037 1.410 -3.216 0.4331
H -2.885 2.655 -2.802 0.2720
H -3.793 2.194 2.292 -0.1835
H -4.573 0.737 2.926 0.1918
H -5.461 3.872 1.551 0.0758
H -4.891 4.343 3.179 0.2196
H -6.639 4.230 2.830 0.2549
H -6.816 -0.334 0.920 0.2661
H -7.363 1.208 1.614 0.2937
H -9.277 1.199 -0.356 0.3038
H -3.118 -0.343 -1.251 0.4498
H -5.861 0.281 -1.977 0.2822
H -4.738 -0.669 -2.718 0.2816
C 7.417 -0.723 -2.071 -1.1774
C 7.841 -1.581 -0.877 -0.4082
C 6.922 -2.715 -0.444 -0.6220
N 5.658 -2.383 0.321 0.0783
C 4.957 -3.705 0.567 -0.6389
C 3.556 -3.560 1.126 -0.7249
C 2.707 -2.701 0.201 -0.7834
C 3.363 -1.334 0.071 -0.6842
C 4.782 -1.435 -0.463 -0.7109
C 6.026 -1.768 1.629 -0.9683
H 6.704 0.058 -1.815 0.2937
H 8.290 -0.218 -2.479 0.4040
H 6.988 -1.331 -2.868 0.3040
H 8.113 -0.952 -0.026 0.2599
H 8.763 -2.093 -1.157 0.3874
H 7.471 -3.377 0.226 0.4529
H 6.608 -3.296 -1.311 0.4041
H 4.927 -4.213 -0.397 0.4148
H 5.605 -4.270 1.236 0.4616
H 3.135 -4.559 1.242 0.4297
H 3.583 -3.122 2.127 0.3065
H 1.691 -2.607 0.581 0.3657
H 2.635 -3.173 -0.783 0.3688
H 3.355 -0.821 1.036 0.3934
H 2.801 -0.699 -0.614 0.4429
H 5.265 -0.464 -0.413 0.3108
H 4.786 -1.790 -1.494 0.4699
H 6.552 -0.836 1.448 0.3743
H 6.663 -2.460 2.173 0.3192
H 5.126 -1.568 2.201 0.4541

---

(2)
68
Properties=species:S:1:pos:R:3:mulliken_charge:R:1 method="wB97M-V/def2-TZVPD" charge=+2 gap_ev="8.01 / 6.30" s2=8.761 spin_multiplicity=6 fmax_ev_per_a=1.18 e_tot_ha=-2088.02759
Ru -1.487 2.816 0.685 0.6489
N -2.399 4.905 1.084 -0.4873
C -1.578 5.816 0.252 -0.4501
C -0.088 5.638 0.538 -0.7326
N 0.383 4.247 0.373 0.0042
C 1.005 3.915 -0.922 -0.7164
C -0.023 3.836 -2.043 -0.5654
N -1.050 2.837 -1.695 -0.2709
H -3.378 5.003 0.836 0.2440
H -2.322 5.156 2.065 0.2646
H -1.836 6.861 0.431 0.4220
H -1.799 5.587 -0.789 0.3002
H 0.107 5.944 1.567 0.4612
H 0.469 6.317 -0.114 0.3035
H 1.054 4.033 1.099 0.2498
H 1.464 2.929 -0.813 0.4337
H 1.786 4.632 -1.193 0.3631
H 0.496 3.599 -2.973 0.4193
H -0.504 4.803 -2.180 0.2951
H -0.672 1.899 -1.791 0.0963
H -1.853 2.909 -2.309 0.2359
O -0.901 -1.286 1.608 -0.6290
C -1.180 -0.079 1.538 0.9848
O -1.369 0.579 0.456 -0.5776
C -1.208 0.696 2.834 0.3209
C -1.465 0.087 4.050 -0.5068
C -1.312 0.840 5.204 -0.3525
C -0.889 2.159 5.103 -0.8143
C -0.655 2.688 3.848 -0.1877
N -0.822 1.976 2.728 -0.3510
H -1.761 -0.951 4.076 0.4871
H -1.496 0.402 6.176 0.4631
H -0.734 2.766 5.983 0.4200
H -0.298 3.705 3.727 0.4483
F -4.600 -4.749 -2.556 -0.3005
C -3.532 -4.079 -2.132 0.2668
C -2.981 -4.405 -0.903 -0.6687
C -1.866 -3.709 -0.468 -0.3564
C -1.313 -2.721 -1.276 0.5213
C -1.907 -2.375 -2.485 -0.5360
C -3.022 -3.066 -2.927 -0.6149
Sb 0.429 -1.730 -0.577 1.2462
C 1.843 -1.713 -2.240 0.3977
C 1.482 -1.351 -3.533 -0.4717
C 2.409 -1.461 -4.555 -0.5654
C 3.689 -1.898 -4.250 0.2500
F 4.581 -1.998 -5.230 -0.2922
C 4.075 -2.216 -2.958 -0.6113
C 3.142 -2.107 -1.941 -0.4416
C 1.384 -3.168 0.686 -0.1082
C 1.402 -4.505 0.303 -0.0858
C 1.964 -5.450 1.146 -0.7397
C 2.503 -5.035 2.352 0.3111
F 3.022 -5.945 3.173 -0.3099
C 2.518 -3.704 2.735 -0.6075
C 1.949 -2.766 1.891 -0.3983
H -3.427 -5.189 -0.306 0.4646
H -1.436 -3.931 0.501 0.4534
H -1.511 -1.570 -3.092 0.1408
H -3.498 -2.836 -3.870 0.4762
H 0.482 -1.008 -3.765 0.1874
H 2.159 -1.219 -5.579 0.4664
H 5.089 -2.540 -2.763 0.4610
H 3.429 -2.353 -0.926 0.4420
H 0.981 -4.820 -0.644 0.5168
H 1.984 -6.499 0.884 0.4661
H 2.962 -3.424 3.681 0.4652
H 1.934 -1.724 2.184 0.3510

---

(3)
115
Properties=species:S:1:pos:R:3:mulliken_charge:R:1 method="wB97M-V/def2-TZVPD" charge=+2 gap_ev="6.87 / 6.87" spin_multiplicity=1 fmax_ev_per_a=1.99 de_lowest_kj_mol=58.5 e_tot_ha=-3746.32055
Mg -0.599 -0.406 -1.296 2.4321
O -0.108 -0.982 0.560 -1.0278
S 1.131 -0.041 0.899 1.8462
C 2.475 -0.986 0.388 0.5789
C 2.744 -2.211 1.002 -0.0274
C 3.938 -2.907 0.842 -1.4961
C 4.925 -2.316 0.048 0.4347
C 6.337 -2.675 -0.256 -0.9061
C 6.849 -1.648 -1.303 -0.8462
C 5.658 -0.790 -1.584 0.0542
C 5.419 0.276 -2.423 -1.1985
C 4.124 0.816 -2.484 0.1927
C 3.090 0.440 -1.671 -0.4760
P 1.399 1.100 -2.022 1.4175
C 1.277 2.691 -1.076 0.6124
C 0.176 3.502 -1.292 -0.7365
C -0.008 4.649 -0.507 -0.5791
C 0.944 5.011 0.452 -0.7742
C 2.048 4.196 0.630 -0.5755
C 2.214 3.080 -0.129 -0.5799
C 1.424 1.484 -3.790 0.0639
C 0.899 0.501 -4.664 -0.3960
C 0.803 0.729 -6.015 -0.4480
C 1.209 1.974 -6.522 -0.6723
C 1.654 2.963 -5.661 -0.8276
C 1.782 2.732 -4.281 -0.0840
C 3.360 -0.486 -0.630 -1.1073
C 4.609 -1.171 -0.702 0.8208
C 1.188 -0.070 2.684 -0.4042
C 2.378 -0.347 3.328 -0.5105
C 2.605 -0.257 4.716 -1.5328
C 1.629 0.343 5.435 0.0948
C 1.561 0.762 6.887 -0.7978
C 0.350 1.753 6.953 -0.7821
C -0.302 1.656 5.600 0.4303
C -1.392 2.325 5.107 -1.4409
C -1.826 1.972 3.799 -0.6289
C -1.172 1.057 3.003 0.5840
P -2.248 0.298 1.782 2.3574
C -2.943 -1.211 2.435 0.4895
C -4.100 -1.061 3.150 -0.4629
C -4.797 -2.170 3.622 -0.8644
C -4.312 -3.447 3.410 -0.7253
C -3.090 -3.588 2.737 -0.7553
C -2.428 -2.485 2.238 -0.1313
C -3.372 1.258 1.015 0.5110
C -2.820 2.491 0.339 0.1641
C -3.888 3.552 0.247 -1.3634
C -5.183 3.194 0.183 -0.6721
C -5.583 1.810 0.367 -0.7331
C -4.728 0.856 0.703 -1.4911
C 0.120 0.560 3.421 -1.5420
C 0.450 0.807 4.737 1.1517
H 1.973 -2.639 1.621 0.5830
H 4.110 -3.829 1.365 0.5048
H 6.387 -3.715 -0.589 0.3331
H 6.946 -2.620 0.660 0.2693
H 7.342 -2.063 -2.158 0.4346
H 7.635 -1.046 -0.828 0.3125
H 6.196 0.656 -3.089 0.4589
H 3.867 1.535 -3.304 0.3286
H -0.545 3.205 -2.066 0.3575
H -0.917 5.229 -0.718 0.4832
H 0.830 5.877 1.114 0.4088
H 2.794 4.455 1.368 0.5095
H 3.098 2.473 -0.005 0.4490
H 0.581 -0.417 -4.240 -0.0693
H 0.376 -0.054 -6.681 0.4136
H 1.134 2.171 -7.582 0.4300
H 1.988 3.905 -6.065 0.4363
H 2.169 3.483 -3.596 0.5450
H 3.148 -0.716 2.679 0.7252
H 3.559 -0.559 5.093 0.5099
H 2.430 1.295 7.237 0.3588
H 1.417 -0.109 7.506 0.3383
H 0.757 2.765 7.047 0.3008
H -0.342 1.558 7.742 0.4316
H -1.879 3.165 5.584 0.4902
H -2.752 2.379 3.440 0.6546
H -4.372 -0.071 3.474 0.5004
H -5.669 -2.021 4.205 0.5100
H -4.786 -4.387 3.736 0.4246
H -2.630 -4.581 2.612 0.4505
H -1.525 -2.653 1.684 0.3267
H -1.841 2.789 0.744 0.4820
H -3.519 4.551 0.203 0.5511
H -5.943 3.967 0.058 0.4888
H -6.607 1.567 0.193 0.5886
H -4.987 -0.196 0.855 0.3687
C -4.479 -2.564 -1.494 -1.4221
C -3.741 -2.063 -2.783 0.2577
C -3.900 -0.540 -2.930 -1.4492
C -2.264 -2.410 -2.756 0.3966
C -1.521 -2.560 -3.918 -0.1342
C -0.185 -2.868 -3.921 -1.0701
C 0.491 -3.135 -2.708 0.8312
C 1.966 -3.501 -2.733 -1.4469
C -0.226 -2.938 -1.543 -0.0670
C -1.597 -2.607 -1.556 -0.3588
H -5.566 -2.409 -1.559 0.4212
H -4.172 -1.988 -0.592 0.1001
H -4.228 -3.617 -1.338 0.4232
H -4.208 -2.559 -3.646 0.6713
H -3.396 0.001 -2.108 0.1378
H -4.940 -0.238 -2.897 0.5465
H -3.508 -0.158 -3.880 0.3464
H -2.001 -2.398 -4.900 0.4398
H 0.333 -2.955 -4.864 0.5486
H 2.394 -3.056 -3.608 0.4029
H 2.073 -4.587 -2.873 0.4400
H 2.513 -3.219 -1.830 0.0929
H 0.308 -3.139 -0.617 0.2296
H -2.186 -2.549 -0.632 0.1434
O -1.624 1.068 -1.012 -0.4104
O -2.626 2.059 -1.014 -0.3988

---

(4)
40
Properties=species:S:1:pos:R:3:mulliken_charge:R:1 method="wB97M-V/def2-TZVPD" gap_ev=8.79 spin_multiplicity=1 fmax_ev_per_a=4.14 de_lowest_kj_mol=0.0 e_tot_ha=-582.25712
C -1.725 -1.962 -4.563 -1.3558
C -1.818 -0.638 -3.683 -0.5918
C -1.206 -0.667 -2.227 -0.3744
C -1.105 0.710 -1.662 -1.1218
N -0.391 0.683 -0.350 0.4520
C 1.113 0.475 -0.290 -1.6120
C 1.494 -0.253 0.983 0.9268
C 1.290 -1.772 0.699 -1.7097
C 0.941 0.372 2.183 -0.3675
N 1.030 -0.422 3.358 -0.3088
C 2.185 -0.390 4.208 -0.9531
C -0.568 0.650 1.993 -1.2749
C -0.953 1.535 0.784 -0.0494
C -0.364 2.939 0.722 -1.3458
H -2.266 -2.746 -4.151 0.3670
H -0.706 -2.197 -4.734 0.3496
H -2.129 -1.734 -5.540 0.3989
H -2.885 -0.262 -3.716 0.3391
H -1.249 0.100 -4.203 0.3469
H -1.721 -1.202 -1.489 0.3567
H -0.232 -1.144 -2.195 0.2580
H -0.678 1.446 -2.285 0.4244
H -2.175 0.963 -1.588 0.3539
H 1.645 1.395 -0.349 0.3545
H 1.470 -0.201 -1.042 0.6165
H 2.585 -0.314 1.010 0.3788
H 1.715 -2.223 -0.229 0.3840
H 0.240 -1.835 0.456 0.3563
H 1.460 -2.449 1.548 0.3552
H 1.409 1.307 2.379 0.4647
H 0.531 -1.304 3.323 0.2987
H 2.990 -0.925 3.750 0.3397
H 2.056 -0.815 5.165 0.3581
H 2.594 0.618 4.211 0.2948
H -0.852 1.165 2.872 0.4052
H -1.133 -0.258 1.992 0.3635
H -2.034 1.583 0.572 0.5410
H -0.590 3.384 -0.272 0.3289
H 0.709 2.785 0.783 0.3143
H -0.677 3.602 1.573 0.3375